Record 1
C2H3N2O2 | ωB97M-V with the def2-TZVPD basis set

Gap between HOMO and LUMO (spin up / spin down): 7.431 / 7.431 eV
Relative energy (zero: lowest compared OMol25 entry of this formula, charge and spin): 6.144 eV
Net charge: -1
Total energy: -337.7836 hartree
LUMO (spin up / spin down): 4.2 / 4.2 eV

The geometry in XYZ format:
```
9
Properties=species:S:1:pos:R:3:forces:R:3
O 1.166212 -1.103665 1.895856 -0.62 2.99 -1.38
O 1.177722 0.631924 -0.136582 0.18 -0.57 -0.61
N -0.561581 0.310032 1.192069 -3.65 -0.62 -0.97
N 0.699937 0.565648 1.201342 3.36 -2.39 3.25
C 0.236943 -0.046535 -0.883453 -3.40 3.31 -0.75
C -0.992345 -0.077518 0.025242 2.75 0.46 1.55
H -0.249811 0.638176 -1.642700 1.28 -0.27 -0.27
H 0.524804 -0.902849 -1.365910 0.94 -2.46 -0.81
H -2.001881 -0.015213 -0.285862 -0.85 -0.45 0.00
```
Positions in Å, forces in eV/Å.


Record 2
C2H4F2NO | ωB97M-V with the def2-TZVPD basis set

Gap between HOMO and LUMO (spin up / spin down): 7.884 / 4.367 eV
Relative energy (zero: lowest compared OMol25 entry of this formula, charge and spin): 1.906 eV
Net charge: -1
Total energy: -408.1914 hartree
LUMO (spin up / spin down): 4.6 / 3.1 eV

The geometry in XYZ format:
```
10
Properties=species:S:1:pos:R:3:forces:R:3
F -1.620564 1.146236 -1.930975 0.29 -0.36 0.66
F -2.262024 -0.714844 -0.905204 0.23 0.29 0.00
O 2.617976 -1.349874 0.060645 -0.71 -0.19 -1.87
N 2.183607 -1.659922 -1.097553 0.37 -0.28 1.89
C -1.107391 0.048371 -1.178361 -0.69 -0.91 -1.04
C -0.479512 0.497877 0.075243 0.65 0.90 -1.48
H 0.309210 1.129957 -0.377254 -0.15 0.15 0.95
H -1.154386 1.038370 0.732379 -0.15 0.26 0.40
H 0.019410 -0.333698 0.524045 0.18 -0.47 0.54
H 2.160857 -0.819750 -1.690285 0.00 0.61 -0.06
```
Positions in Å, forces in eV/Å.


Record 3
C36H34F2GeN4Pt | ωB97M-V with the def2-TZVPD basis set

Spin multiplicity: 6
Gap between HOMO and LUMO (spin up / spin down): 5.321 / 4.890 eV
Relative energy (zero: lowest compared OMol25 entry of this formula, charge and spin): 0.000 eV
Net charge: +3
Total energy: -4006.0601 hartree
Expectation value of S²: 8.799
LUMO (spin up / spin down): -7.5 / -11.0 eV

The geometry in XYZ format:
```
78
Properties=species:S:1:pos:R:3:forces:R:3
Pt -0.704844 -1.577490 1.119180 -0.08 -1.27 0.35
Ge -0.298789 2.050652 -2.100712 -0.55 -0.28 2.78
F -2.433910 -3.438949 -0.504568 0.06 0.11 0.24
F -2.631823 -1.422060 -1.387940 0.10 -0.40 0.26
N -2.483317 -0.886970 2.061027 0.11 0.63 -0.18
N 0.560377 -3.254455 0.413405 0.24 2.67 -1.58
N 1.074954 -0.959480 2.171346 1.17 -1.33 2.01
N -0.795446 -2.919098 2.870773 -0.57 0.61 0.67
C -0.299300 -4.237750 2.433403 -1.32 -0.67 -0.09
C -2.983348 -1.673305 3.061296 1.50 -0.33 -0.94
C 3.663794 -1.122635 3.355981 -0.25 0.20 -0.71
C 1.037960 6.154460 -0.264492 0.11 0.08 -1.34
C 2.340388 -0.803892 -4.636571 1.50 0.14 0.42
C 3.444219 -0.458143 2.149080 -0.45 -0.80 0.78
C 2.239184 -4.241270 -0.992026 -0.47 0.93 0.81
C 2.243674 1.179779 -3.198685 0.11 1.31 -0.19
C -4.394244 0.520335 2.275613 1.05 0.61 -0.68
C 1.038407 -1.104655 -4.314264 -0.03 -0.16 0.00
C -0.268662 5.510584 -4.183082 -0.21 2.30 -2.23
C 2.146896 -0.386591 1.650478 0.89 0.59 -1.45
C 1.491957 -5.315960 1.045992 0.57 -0.23 -0.75
C 0.866651 0.935253 -2.967742 1.18 -1.40 -1.00
C 0.331773 -0.263833 -3.497884 -1.21 0.91 0.76
C -4.855681 -0.240221 3.314306 0.05 -1.24 0.59
C -3.195474 -2.635674 -1.233706 -0.22 0.48 -0.59
C -2.259940 2.026439 -2.141498 0.70 0.96 -0.96
C 2.575602 -1.715449 3.970780 -1.91 -0.46 -0.33
C 1.307987 -1.695780 3.337246 0.78 1.65 -0.31
C 2.942442 0.333667 -4.038174 -1.11 -1.18 -0.29
C 0.719820 5.968527 -1.613251 -0.29 1.51 -0.53
C 0.584729 7.092894 -2.549009 -0.18 -2.33 1.47
C 0.513166 3.600079 -1.151894 -1.31 -0.74 -3.07
C 1.361345 -3.191991 -0.663246 0.16 -1.15 -0.85
C 0.441840 4.691324 -2.050579 -0.06 -0.73 -0.63
C -3.141218 0.212315 1.695831 -1.52 0.02 0.43
C 0.070868 -2.242427 3.962029 -1.70 -0.24 -1.53
C 0.036257 4.476190 -3.390720 1.06 -0.79 1.55
C 0.008892 6.815576 -3.770982 -0.51 0.36 -1.19
C 1.147296 5.111947 0.640565 0.33 -1.74 -1.05
C -4.129271 -1.387506 3.717609 -0.67 1.34 -0.38
C 0.859581 3.775793 0.126377 0.75 2.26 3.63
C 2.303570 -5.307998 -0.109943 -0.20 -0.08 0.91
C -2.249260 -2.972120 3.318404 0.58 -0.33 0.62
C 0.649245 -4.248966 1.249367 -0.41 -0.92 1.55
H 4.638344 -1.237637 3.793654 0.30 0.15 0.02
H 3.955528 0.525287 -4.246297 1.11 0.29 -0.23
H -0.218220 7.597797 -4.486960 0.22 0.16 0.19
H -2.616276 3.056024 -2.005234 0.09 -0.23 0.00
H -5.784875 -0.030542 3.818147 -0.15 0.21 -0.03
H 0.898881 8.047234 -2.210572 0.05 0.92 -0.03
H 4.238242 -0.103751 1.522517 0.30 0.40 0.08
H 2.910832 -4.173278 -1.841036 -0.28 0.01 0.00
H -2.558903 1.705526 -3.150380 -0.20 -0.21 0.56
H 2.787829 2.121492 -2.867870 -0.96 -1.27 -0.14
H 1.214690 -2.368007 -1.352992 0.10 0.16 0.22
H 2.655291 -2.235697 4.928237 0.09 0.12 -0.36
H 1.249044 7.162482 -0.057583 0.37 1.10 1.06
H -2.618946 1.425471 -1.332707 -0.43 -0.51 0.07
H -2.294420 -3.236606 4.411223 0.02 0.23 -0.95
H -0.586111 5.322325 -5.225955 0.05 0.29 0.77
H 0.127734 -4.740435 3.297168 0.14 -0.33 -0.03
H -4.249715 -2.583553 -0.985345 -0.03 -0.20 0.11
H -0.721302 -0.500263 -3.261503 0.55 0.05 -0.23
H -2.747742 0.850817 0.902319 0.13 -0.39 0.28
H -4.933862 1.389871 1.904953 0.08 -0.21 0.19
H 2.074162 0.129812 0.684880 -0.56 -0.20 0.34
H -4.445400 -2.047390 4.496065 -0.38 -0.11 0.41
H -2.794713 -3.770311 2.775844 0.54 0.35 0.16
H 0.068514 3.509855 -3.850620 -0.19 -0.55 0.00
H 1.597457 5.370614 1.604448 -0.62 -0.63 -0.07
H 1.478486 -6.118995 1.780481 0.29 0.04 -0.31
H -0.573497 -1.393407 4.319673 0.74 -0.86 0.10
H 0.538964 -1.982046 -4.666943 -0.04 -0.43 -0.36
H 0.830354 2.955227 0.827012 0.24 -0.13 0.06
H 0.246687 -3.022652 4.688098 0.17 0.21 0.62
H 2.959234 -1.497102 -5.240298 -0.55 0.69 0.27
H 3.031686 -6.087038 -0.281300 -0.13 -0.23 0.01
H -1.236324 -4.792269 2.129753 1.18 0.24 0.24
```
Positions in Å, forces in eV/Å.